{"formula": "C28H46BN3O7P", "method": "the ωB97M-V functional and the def2-TZVPD basis", "elements": ["C", "C", "C", "C", "C", "C", "N", "B", "N", "O", "C", "C", "C", "C", "C", "C", "C", "N", "C", "C", "O", "O", "P", "C", "O", "H", "H", "H", "H", "H", "H", "H", "H", "H", "H", "H", "H", "H", "H", "H", "H", "H", "H", "H", "H", "H", "H", "C", "C", "C", "O", "C", "H", "H", "H", "H", "H", "H", "H", "H", "C", "C", "C", "O", "C", "H", "H", "H", "H", "H", "H", "H", "H", "C", "C", "C", "O", "C", "H", "H", "H", "H", "H", "H", "H", "H"], "coordinates": [[-1.389, -3.264, 5.631], [-2.080, -2.323, 4.457], [-3.129, -1.187, 5.067], [-3.417, 0.049, 3.985], [-3.285, -0.602, 2.483], [-4.559, -1.561, 1.993], [-4.642, -2.257, 0.653], [-5.924, -3.071, 0.366], [-5.876, -4.579, 0.614], [-7.199, -2.424, -0.094], [-3.483, -2.130, -0.333], [-2.129, -1.207, -0.008], [-0.916, -1.106, -1.161], [-1.369, -0.475, -2.560], [-0.272, -0.279, -3.747], [1.179, -0.849, -3.273], [1.341, -1.478, -1.807], [0.385, -1.635, -0.675], [-2.017, -0.389, 1.446], [-0.759, 0.579, 1.860], [-1.069, 1.805, 2.347], [0.672, 0.264, 1.727], [1.571, 1.662, 2.278], [3.471, 1.285, 2.334], [1.450, 2.995, 1.124], [-1.429, -2.780, 6.701], [-1.908, -4.335, 5.582], [-0.249, -3.440, 5.384], [-1.176, -1.730, 3.954], [-2.616, -3.059, 3.710], [-2.678, -0.719, 6.051], [-4.150, -1.730, 5.309], [-4.563, 0.338, 4.139], [-2.748, 0.992, 4.176], [-5.473, -1.702, 2.744], [-5.666, -4.663, 1.653], [-5.044, -4.908, 0.052], [-7.912, -2.607, 0.614], [-3.535, -2.696, -1.382], [-2.483, -0.135, -2.731], [-0.458, 0.171, -4.811], [2.102, -0.799, -4.005], [2.431, -1.905, -1.560], [3.675, 0.302, 2.940], [3.966, 2.206, 2.908], [3.963, 1.283, 1.263], [1.379, 3.811, 1.734], [-7.442, 0.206, -3.984], [-6.672, -0.693, -3.050], [-5.306, -0.729, -3.700], [-5.128, 0.529, -4.365], [-6.389, 1.212, -4.395], [-8.318, 0.670, -3.524], [-7.775, -0.365, -4.858], [-6.602, -0.226, -2.060], [-7.114, -1.685, -2.930], [-5.247, -1.518, -4.457], [-4.501, -0.880, -2.975], [-6.335, 2.043, -3.683], [-6.564, 1.619, -5.395], [5.339, 2.844, -4.080], [4.502, 2.841, -2.827], [3.464, 1.785, -3.143], [4.091, 0.834, -4.015], [5.337, 1.382, -4.467], [6.345, 3.245, -3.935], [4.842, 3.437, -4.857], [5.112, 2.522, -1.974], [4.062, 3.813, -2.589], [2.609, 2.214, -3.675], [3.098, 1.277, -2.246], [6.143, 0.837, -3.963], [5.436, 1.232, -5.545], [8.673, 1.867, 2.648], [8.317, 1.521, 1.225], [6.914, 0.975, 1.373], [6.321, 1.649, 2.492], [7.351, 2.358, 3.195], [9.472, 2.608, 2.733], [8.986, 0.962, 3.182], [8.301, 2.432, 0.615], [9.004, 0.810, 0.759], [6.926, -0.097, 1.597], [6.304, 1.138, 0.480], [7.213, 3.427, 2.999], [7.250, 2.185, 4.269]], "forces_ev_per_angstrom": [[0.09, -0.48, -0.53], [0.84, 0.44, 0.94], [0.29, -0.52, -0.28], [-0.98, -1.17, -0.15], [-0.29, -1.07, -3.09], [2.72, 1.18, -1.35], [4.13, 3.40, 0.90], [-3.25, -0.92, -0.67], [0.98, 2.42, 0.24], [2.73, -1.30, 3.39], [1.33, 2.16, 2.44], [-1.94, -0.29, 1.59], [-0.49, 0.22, -0.59], [3.24, -0.70, -0.06], [1.63, -2.62, 5.15], [-3.50, 0.23, 1.58], [-0.48, 0.40, -0.48], [-1.54, 2.96, -7.06], [-2.80, -2.99, -0.88], [0.03, 6.00, 2.17], [1.12, -7.85, -3.18], [-3.75, 0.94, -0.92], [0.81, 2.39, 1.73], [0.45, -0.06, -1.23], [0.40, -0.85, 2.14], [-0.16, -1.05, -2.15], [1.11, 2.40, 0.55], [-2.35, 0.38, 0.43], [-2.12, -1.36, 0.73], [1.15, 1.79, 1.26], [-0.99, -1.02, -2.01], [2.08, 1.23, -0.34], [2.58, -0.37, -0.54], [-1.17, -2.05, -0.79], [2.18, 0.31, -1.97], [0.06, -0.39, -1.68], [-0.90, 0.00, 1.22], [1.38, 0.00, -1.93], [-0.07, 1.36, 2.68], [2.53, -0.73, 0.56], [0.23, -0.96, 2.44], [-1.96, -0.14, 1.83], [-2.71, 1.10, -0.58], [-0.39, 1.91, -1.29], [-1.47, -2.02, -1.18], [-0.85, -0.29, 2.21], [-0.10, -1.97, -1.35], [-0.50, -0.04, -0.44], [0.02, -0.21, 0.66], [0.16, 0.02, -0.47], [-0.12, -0.32, 0.25], [0.13, 0.49, -0.01], [0.12, -0.04, -0.08], [-0.01, 0.10, 0.11], [-0.02, -0.10, -0.06], [0.06, 0.11, 0.01], [0.04, -0.10, 0.08], [0.05, 0.06, -0.04], [-0.08, 0.03, -0.06], [0.15, -0.05, 0.10], [0.14, 0.39, -0.50], [0.04, 0.14, 0.62], [-0.37, -0.13, -0.05], [0.00, 0.20, 0.10], [0.27, -0.41, -0.12], [-0.12, -0.07, -0.05], [0.11, -0.05, 0.07], [-0.09, 0.06, -0.04], [0.02, -0.15, -0.01], [-0.06, 0.06, 0.10], [0.00, -0.03, -0.12], [0.06, 0.04, -0.07], [-0.08, -0.08, 0.12], [0.43, -0.18, 0.47], [0.15, 0.19, -0.62], [-0.29, -0.30, 0.05], [0.44, 0.00, -0.08], [-0.23, 0.34, 0.18], [-0.12, -0.09, 0.02], [0.00, 0.14, -0.03], [0.02, -0.12, 0.02], [-0.11, 0.08, 0.04], [0.02, -0.03, -0.11], [-0.05, 0.00, 0.11], [0.07, 0.02, 0.08], [-0.11, -0.01, -0.12]], "e_homo_ev": -10.27, "energy_ha": -2150.8564, "total_charge": 1, "gap_ha": 0.19728, "e_lumo_ev": -4.90, "fmax_ev_per_a": 8.5}

{"formula": "CH7N2", "method": "the ωB97M-V functional and the def2-TZVPD basis", "elements": ["C", "N", "N", "H", "H", "H", "H", "H", "H", "H"], "coordinates": [[0.454, 0.275, 0.473], [-1.535, -0.285, 0.380], [0.814, -0.074, -0.895], [0.869, -0.341, 1.252], [0.375, 1.332, 0.673], [-2.008, 0.560, 0.690], [-1.606, -0.971, 1.125], [1.116, -1.056, -0.952], [-0.037, 0.025, -1.477], [1.558, 0.535, -1.268]], "forces_ev_per_angstrom": [[-5.02, -0.96, 0.77], [4.16, 0.99, -0.57], [0.07, -0.04, -0.45], [0.32, -0.07, -0.10], [0.27, 0.08, -0.18], [0.09, 0.08, 0.24], [0.05, 0.02, 0.25], [-0.06, 0.28, -0.12], [0.26, -0.09, 0.16], [-0.14, -0.28, 0.00]], "e_homo_ev": [-15.08, -15.08], "e_above_lowest_kj_mol": 228.10, "energy_ha": -151.4641, "total_charge": 1, "gap_ha": [0.39284, 0.39282], "e_lumo_ev": [-4.39, -4.39], "fmax_ev_per_a": 5.2}